1.
Density functional theory data (the ωB97M-V functional and the def2-TZVPD basis) for C4H4O5Sc as an isolated structure in a non-equilibrium geometry.

Geometry as ORCA input:
```
! wB97M-V def2-TZVPD RIJCOSX def2/J DEFGRID3
* xyz 3 1
O -0.056 -0.150 -1.217
C 0.873 -0.046 -0.315
O 0.140 0.040 0.796
H -3.300 1.129 1.287
Sc 3.950 0.005 0.328
O 2.055 0.208 -0.445
O -1.770 1.067 -0.113
C -3.137 0.773 0.263
C -3.186 -0.746 0.140
O -1.786 -1.105 0.219
C -1.060 -0.036 -0.029
H -3.798 1.293 -0.436
H -3.579 -1.089 -0.824
H -3.708 -1.238 0.965
*
```

Computed properties:
* HOMO-LUMO gap (alpha / beta): 0.4273 / 0.1410 hartree
* DFT total energy: -1290.405489 Eh

Atomic partial charges in e from the Löwdin method, atoms 1 to 5: atom 1 (O): 0.313, atom 2 (C): -0.474, atom 3 (O): 0.282, atom 4 (H): 0.224, atom 5 (Sc): 1.735

=====

2.
Density functional theory data (the ωB97M-V functional and the def2-TZVPD basis) for an isolated ion of composition C5H11NOS and charge +1 in a non-equilibrium geometry.

Geometry as ORCA input:
```
! wB97M-V def2-TZVPD RIJCOSX def2/J DEFGRID3
* xyz 1 2
C 1.028 -0.945 -0.124
N 1.180 -0.134 -1.338
C 1.688 1.248 -1.182
O 0.705 1.916 -0.534
C 0.416 -0.300 1.147
C -1.051 0.345 0.924
C -2.011 -0.684 0.948
S -2.415 -1.532 -0.538
H 0.155 -1.542 -0.407
H 1.897 -1.569 0.059
H 1.921 1.638 -2.174
H 2.634 1.156 -0.638
H 0.998 0.548 1.496
H 0.331 -1.034 1.945
H -1.100 1.164 1.628
H -1.038 0.804 -0.074
H -2.822 -0.701 1.679
H 0.268 -0.049 -1.781
H -2.785 -0.331 -1.036
*
```

Computed properties:
* HOMO-LUMO gap (alpha / beta): 0.2437 / 0.2338 hartree
* expectation value of S²: 0.7582
* energy relative to the best compared isomer or geometry (same formula, charge and spin): 91.7 kcal/mol
* DFT total energy: -724.832227 Eh

Atomic partial charges in e from the Löwdin method, atoms 1 to 5: atom 1 (C): -0.187, atom 2 (N): 0.026, atom 3 (C): -0.329, atom 4 (O): 0.007, atom 5 (C): -0.094

=====

3.
Density functional theory data (the ωB97M-V functional and the def2-TZVPD basis) for C34H47N4O2RuS7Si as an isolated structure in a non-equilibrium geometry.

Geometry as ORCA input:
```
! wB97M-V def2-TZVPD RIJCOSX def2/J DEFGRID3
* xyz 1 5
Ru 0.470 0.896 -1.064
C 1.129 1.008 3.356
C 1.483 1.019 1.886
O 0.520 0.968 1.098
C 2.869 1.083 1.491
C 3.875 1.090 2.488
C 5.206 1.143 2.185
C 5.603 1.237 0.841
C 4.668 1.236 -0.155
C 3.277 1.122 0.117
O 2.494 1.041 -0.912
H 0.052 0.910 3.457
H 1.449 1.937 3.829
H 1.615 0.179 3.872
H 3.587 1.049 3.530
H 5.946 1.133 2.973
H 6.656 1.306 0.598
H 4.961 1.302 -1.195
C 1.303 5.179 -4.194
S -0.295 5.757 -3.544
C 0.065 6.072 -1.864
C 0.561 5.179 -0.919
S 0.891 3.538 -1.137
S 0.848 5.876 0.668
C 0.219 7.465 0.340
S 0.152 8.652 1.450
S -0.312 7.668 -1.305
H 1.115 4.919 -5.234
H 1.634 4.306 -3.645
H 2.026 5.987 -4.137
C -0.706 1.867 -4.183
Si 0.594 0.651 -3.497
C 2.354 1.100 -4.042
C 0.187 -1.075 -4.172
H -0.562 1.947 -5.265
H -0.624 2.865 -3.752
H -1.721 1.504 -4.010
H 2.364 1.285 -5.119
H 3.037 0.276 -3.831
H 2.733 1.985 -3.531
H 0.246 -1.028 -5.262
H -0.818 -1.409 -3.907
H 0.895 -1.828 -3.823
S -6.201 0.688 -0.833
C -4.426 0.753 -0.958
C -3.718 1.932 -0.764
C -2.345 1.921 -0.906
N -1.651 0.810 -1.195
C -2.339 -0.322 -1.408
C -3.714 -0.387 -1.317
C -6.331 0.719 0.960
C -6.425 1.911 1.657
C -6.554 1.841 3.040
N -6.595 0.698 3.714
C -6.527 -0.437 3.028
C -6.394 -0.485 1.646
H -4.231 2.853 -0.526
H -1.766 2.831 -0.803
H -1.759 -1.203 -1.645
H -4.227 -1.316 -1.522
H -6.421 2.866 1.151
H -6.632 2.746 3.633
H -6.584 -1.350 3.610
H -6.361 -1.430 1.122
C -2.215 -4.175 3.496
C -1.693 -4.295 2.066
C -1.885 -3.030 1.229
C -1.040 -1.842 1.696
N 0.392 -2.116 1.736
C 1.216 -2.100 0.674
S 0.660 -1.823 -0.912
N 2.507 -2.349 0.920
C 3.539 -2.522 -0.098
C 3.567 -3.919 -0.722
C 3.879 -5.069 0.242
C 2.724 -5.474 1.165
H -2.091 -5.118 4.026
H -3.278 -3.927 3.499
H -1.689 -3.403 4.062
H -2.217 -5.114 1.569
H -0.634 -4.567 2.079
H -2.936 -2.726 1.260
H -1.628 -3.250 0.192
H -1.340 -1.538 2.699
H -1.188 -0.993 1.030
H 0.759 -2.473 2.605
H 2.760 -2.603 1.862
H 4.499 -2.298 0.369
H 3.356 -1.790 -0.881
H 4.334 -3.894 -1.499
H 2.609 -4.102 -1.213
H 4.759 -4.824 0.844
H 4.143 -5.932 -0.372
H 2.631 -4.819 2.033
H 2.885 -6.480 1.552
H 1.774 -5.470 0.627
*
```

Computed properties:
* HOMO-LUMO gap (alpha / beta): 0.2643 / 0.1964 hartree
* expectation value of S²: 6.0590
* energy relative to the best compared isomer or geometry (same formula, charge and spin): 3.1 kcal/mol
* DFT total energy: -4864.778341 Eh

Atomic partial charges in e from the Löwdin method, atoms 1 to 5: atom 1 (Ru): 1.008, atom 2 (C): -0.002, atom 3 (C): -0.370, atom 4 (O): -0.132, atom 5 (C): -0.104

=====

4.
Density functional theory data (the ωB97M-V functional and the def2-TZVPD basis) for C13H19N2PS as an isolated structure in a non-equilibrium geometry.

Geometry as ORCA input:
```
! wB97M-V def2-TZVPD RIJCOSX def2/J DEFGRID3
* xyz 0 1
C 3.424 -1.949 1.071
C 4.291 -0.844 0.480
P 3.504 0.831 0.596
C 4.009 1.659 -0.977
C 1.719 0.456 0.415
C 1.129 0.023 -0.739
C -0.247 -0.281 -0.849
C -1.094 -0.158 0.213
C -2.559 -0.493 0.171
C -3.367 0.325 -0.882
C -4.082 -0.653 -1.832
C -4.462 1.118 -0.152
C -0.514 0.308 1.432
N -1.183 0.497 2.572
S -0.136 1.012 3.659
N 1.213 1.031 2.779
C 0.877 0.626 1.561
H 3.155 -1.710 2.099
H 2.503 -2.089 0.516
H 3.946 -2.902 1.092
H 4.550 -1.104 -0.549
H 5.227 -0.815 1.030
H 4.589 2.542 -0.737
H 3.157 1.943 -1.585
H 4.653 0.995 -1.549
H 1.778 -0.107 -1.593
H -0.631 -0.623 -1.800
H -2.961 -0.282 1.152
H -2.664 -1.550 -0.049
H -2.728 0.993 -1.452
H -4.853 -0.115 -2.376
H -4.598 -1.392 -1.225
H -3.397 -1.130 -2.525
H -5.017 0.413 0.461
H -5.173 1.499 -0.881
H -4.058 1.924 0.452
*
```

Computed properties:
* HOMO-LUMO gap: 0.2785 hartree
* DFT total energy: -1355.803432 Eh

Atomic partial charges in e from the Löwdin method, atoms 1 to 5: atom 1 (C): -0.168, atom 2 (C): -0.435, atom 3 (P): 0.952, atom 4 (C): -0.295, atom 5 (C): -0.357

=====

5.
Density functional theory data (the ωB97M-V functional and the def2-TZVPD basis) for one molecule with the formula C2H2N2O2S in a non-equilibrium geometry.

Geometry as ORCA input:
```
! wB97M-V def2-TZVPD RIJCOSX def2/J DEFGRID3
* xyz 0 1
C 0.876 -0.929 0.184
C -1.512 -0.767 0.691
N -0.157 0.992 -0.765
N 0.939 0.243 -0.346
O 2.001 0.886 -0.535
O -2.072 -1.598 1.262
S -1.783 0.732 -0.059
H 1.712 -1.511 0.297
H -0.003 1.952 -0.728
*
```

Computed properties:
* HOMO-LUMO gap (alpha / beta): 0.2772 / 0.2772 hartree
* energy relative to the best compared isomer or geometry (same formula, charge and spin): 153.3 kcal/mol
* DFT total energy: -735.342932 Eh

Atomic partial charges in e from the Löwdin method, atoms 1 to 5: atom 1 (C): 0.129, atom 2 (C): -0.564, atom 3 (N): -0.221, atom 4 (N): -0.474, atom 5 (O): -0.086

=====

6.
Density functional theory data (the ωB97M-V functional and the def2-TZVPD basis) for one molecule with the formula C9H17N3O4 in a non-equilibrium geometry.

Geometry as ORCA input:
```
! wB97M-V def2-TZVPD RIJCOSX def2/J DEFGRID3
* xyz 0 1
C -2.458 0.440 3.062
C -1.596 -0.652 2.453
C -0.444 -1.263 3.384
C -1.090 -0.334 1.069
N -0.458 -1.544 0.509
C 0.014 0.771 1.013
O 0.079 1.608 1.951
N 0.930 0.741 0.046
C 1.001 -0.050 -1.143
C 0.654 0.655 -2.446
C -0.719 1.222 -2.419
N -1.004 1.833 -3.638
O -1.524 1.188 -1.494
C 2.210 -0.984 -1.100
O 2.832 -1.314 -2.083
O 2.069 -1.718 0.086
H -1.837 1.370 3.100
H -2.637 -0.010 4.022
H -3.313 0.694 2.453
H -2.352 -1.564 2.439
H -0.827 -1.509 4.304
H 0.349 -0.555 3.549
H -0.120 -2.219 2.979
H -1.834 0.145 0.409
H 0.459 -1.835 0.915
H -1.121 -2.269 0.616
H 1.369 1.628 0.082
H 0.016 -0.692 -0.922
H 1.379 1.359 -2.613
H 0.769 -0.162 -3.155
H -0.666 1.268 -4.364
H -1.940 2.180 -3.673
H 2.960 -1.965 0.520
*
```

Computed properties:
* HOMO-LUMO gap: 0.3379 hartree
* energy relative to the best compared isomer or geometry (same formula, charge and spin): 56.6 kcal/mol
* SMILES: CC(C)[C@H](N)C(=O)N[C@@H](CC(N)=O)C(=O)O
* DFT total energy: -818.335309 Eh

Atomic partial charges in e from the Löwdin method, atoms 1 to 5: atom 1 (C): -0.076, atom 2 (C): -0.370, atom 3 (C): -0.038, atom 4 (C): -0.264, atom 5 (N): 0.020